Record 1
C12H15N | ωB97M-V/def2-TZVPD

Last column: Löwdin charge in e.
CARTESIAN COORDINATES (ANGSTROEM)
1 C -4.463 0.318 0.646  -0.090
2 C -3.004 0.236 0.317  -0.322
3 C -2.136 1.242 0.573  -0.033
4 C -0.869 0.931 0.104  -0.089
5 C -0.471 -0.116 -0.603  -0.249
6 C 0.869 0.099 -1.427  -0.072
7 C 2.081 -0.095 -0.358  -0.242
8 C 2.227 -1.519 0.266  -0.359
9 C 2.794 1.004 -0.217  -0.178
10 C 3.652 1.953 0.026  -0.036
11 C -1.345 -1.187 -0.871  -0.015
12 C -2.612 -1.000 -0.277  -0.045
13 H -5.050 0.651 -0.224  0.062
14 H -5.025 -0.771 0.437  0.123
15 H -4.803 0.822 1.622  0.098
16 H -2.502 2.216 0.956  0.134
17 H -0.299 1.851 0.128  0.119
18 H 0.979 1.170 -1.757  0.108
19 H 1.310 -0.711 -2.240  0.161
20 H 1.260 -2.084 0.432  0.117
21 H 2.690 -2.222 -0.538  0.130
22 H 3.999 -0.592 1.194  0.208
23 H 2.424 -1.234 2.449  0.169
24 H 4.772 1.861 -0.354  0.105
25 H 3.156 2.659 0.831  0.099
26 H -1.307 -2.126 -1.315  0.086
27 H -3.392 -1.754 -0.653  0.126
28 N 3.063 -1.561 1.423  -0.118

Atoms 1-6, force components in eV/Å:
-3.047 -2.335 -0.544
-2.481 -2.454 0.462
-0.235 -0.864 -0.224
-0.190 4.673 1.262
2.418 -2.514 -4.219
2.809 -1.898 1.103

- net charge = 0
- energy relative to the best compared isomer or geometry (same formula, charge and spin) (kJ/mol) = 771.8



Record 2
C37H48ClN4O2P2SScSe | ωB97M-V/def2-TZVPD

Last column: Löwdin charge in e.
CARTESIAN COORDINATES (ANGSTROEM)
1 Sc -0.034 -0.497 1.304  0.393
2 C -1.075 -2.252 -1.989  -0.248
3 P 0.363 -1.382 -1.292  0.984
4 C 0.554 -0.003 -2.487  -0.441
5 N 0.747 -0.401 -3.764  0.071
6 C 0.980 0.593 -4.676  -0.234
7 C 1.166 0.265 -6.025  -0.052
8 C 1.447 1.239 -6.970  -0.134
9 C 1.549 2.574 -6.580  -0.136
10 C 1.355 2.923 -5.254  -0.056
11 C 1.057 1.956 -4.284  -0.240
12 N 0.819 2.336 -2.992  0.064
13 C 0.538 1.336 -2.123  -0.450
14 P -0.079 1.882 -0.503  1.012
15 C 1.043 3.304 -0.203  -0.249
16 C -1.664 2.792 -0.949  -0.696
17 C -1.427 4.130 -1.661  -0.109
18 C -2.404 3.076 0.363  -0.122
19 C -2.509 1.905 -1.865  -0.105
20 C 1.815 -2.514 -1.679  -0.688
21 C 3.085 -1.671 -1.538  -0.088
22 C 1.758 -3.152 -3.072  -0.102
23 C 1.858 -3.660 -0.667  -0.136
24 H -0.966 -2.319 -3.071  0.043
25 H -1.971 -1.687 -1.734  0.014
26 H -1.164 -3.238 -1.543  0.005
27 H 1.086 -0.779 -6.303  0.097
28 H 1.590 0.962 -8.007  0.084
29 H 1.773 3.339 -7.314  0.083
30 H 1.417 3.955 -4.929  0.095
31 H 1.207 3.807 -1.155  0.034
32 H 1.995 2.935 0.171  0.006
33 H 0.621 3.996 0.525  0.029
34 H -0.992 4.875 -0.993  0.068
35 H -2.396 4.517 -1.993  0.080
36 H -0.779 4.014 -2.527  0.059
37 H -1.793 3.684 1.039  0.066
38 H -2.681 2.158 0.879  0.015
39 H -3.315 3.643 0.146  0.083
40 H -2.034 1.801 -2.842  0.081
41 H -3.486 2.378 -2.008  0.083
42 H -2.670 0.913 -1.450  0.015
43 H 3.098 -0.841 -2.247  0.078
44 H 3.957 -2.304 -1.730  0.084
45 H 3.176 -1.267 -0.528  0.058
46 H 1.731 -2.412 -3.865  0.051
47 H 0.883 -3.798 -3.171  0.072
48 H 2.645 -3.785 -3.185  0.078
49 H 1.910 -3.323 0.364  -0.014
50 H 2.749 -4.260 -0.880  0.084
51 H 0.985 -4.309 -0.749  0.053
52 O 1.869 0.471 1.082  -0.362
53 N 3.055 0.266 1.654  -0.193
54 C 4.018 1.185 1.401  -0.023
55 C 5.263 1.063 1.941  -0.067
56 C 5.528 -0.050 2.757  -0.081
57 C 4.552 -0.976 2.978  -0.083
58 C 3.257 -0.847 2.410  -0.661
59 S 1.996 -1.945 2.591  0.722
60 H 3.711 1.979 0.741  0.122
61 H 6.010 1.811 1.721  0.101
62 H 6.506 -0.180 3.199  0.104
63 H 4.727 -1.850 3.588  0.104
64 O -0.714 -1.128 3.361  -0.389
65 C -0.797 -0.707 4.706  -0.242
66 C -2.142 -0.073 5.007  -0.154
67 C -2.553 0.946 3.939  -0.153
68 C -1.491 1.978 3.708  -0.273
69 C -1.595 3.224 4.323  -0.020
70 C -0.593 4.161 4.167  -0.064
71 C 0.509 3.824 3.403  -0.060
72 C 0.537 2.571 2.814  -0.147
73 N -0.433 1.664 2.940  0.106
74 H -1.174 -1.992 3.168  -0.071
75 H 0.015 0.007 4.863  0.117
76 H -0.608 -1.565 5.359  0.128
77 H -2.088 0.401 5.993  0.115
78 H -2.912 -0.847 5.061  0.117
79 H -3.473 1.447 4.249  0.116
80 H -2.754 0.426 3.003  0.028
81 H -2.473 3.440 4.919  0.112
82 H -0.668 5.135 4.635  0.105
83 H 1.330 4.510 3.246  0.107
84 H 1.370 2.266 2.198  0.071
85 Se -0.846 -3.562 1.754  0.656
86 C -2.455 -4.260 1.012  -0.649
87 C -2.442 -4.982 -0.183  -0.162
88 C -3.601 -5.534 -0.706  -0.104
89 C -4.812 -5.381 -0.046  -0.121
90 C -4.841 -4.670 1.146  -0.111
91 C -3.680 -4.118 1.665  -0.144
92 H -1.501 -5.126 -0.699  0.080
93 H -3.555 -6.088 -1.637  0.095
94 H -5.719 -5.811 -0.453  0.088
95 H -5.778 -4.540 1.676  0.092
96 H -3.715 -3.561 2.593  0.088
97 Cl -2.363 -0.417 0.760  0.139

Atoms 1-6, force components in eV/Å:
0.410 -0.070 0.378
-0.001 0.031 -0.046
-0.063 0.123 -0.020
0.024 -0.193 -0.128
-0.044 0.151 0.062
0.000 -0.054 -0.002

- net charge = -1
- expectation value of S² = 0.7695
- 2S+1 = 2
- energy relative to the best compared isomer or geometry (same formula, charge and spin) (kJ/mol) = 0.0



Record 3
C20H36Al2BCsF8InN2NaO15S | ωB97M-V/def2-TZVPD

Last column: Löwdin charge in e.
CARTESIAN COORDINATES (ANGSTROEM)
1 C 1.886 -0.599 -0.306  -0.192
2 C 1.851 0.184 -1.638  -0.261
3 C 1.698 -0.825 -2.774  -0.374
4 C 1.108 -0.117 -4.018  -0.100
5 In 3.730 -1.667 -3.203  0.941
6 C 3.751 -2.848 -5.120  -0.198
7 C 2.746 -3.960 -5.221  -0.542
8 O 1.729 -3.768 -5.857  0.101
9 N 2.951 -5.237 -4.622  -0.149
10 C 3.622 -6.148 -5.557  -0.042
11 C 3.736 -5.175 -3.379  -0.076
12 B 5.155 0.133 -3.417  -0.564
13 N 4.713 1.413 -3.907  0.129
14 O 6.527 -0.015 -3.003  -0.487
15 C 4.619 -2.772 -1.395  -0.682
16 O 3.869 -3.098 -0.481  0.018
17 O 5.820 -2.930 -1.535  -0.014
18 H 1.627 0.046 0.566  -0.063
19 H 1.197 -1.442 -0.409  0.044
20 H 2.901 -0.931 -0.112  0.084
21 H 2.764 0.768 -1.717  0.095
22 H 1.006 0.864 -1.596  0.094
23 H 1.060 -1.637 -2.444  0.073
24 H 0.131 -0.540 -4.212  0.079
25 H 1.003 0.943 -3.818  0.072
26 H 1.743 -0.205 -4.894  0.054
27 H 3.523 -2.121 -5.923  0.073
28 H 4.770 -3.252 -5.302  -0.011
29 H 4.007 -6.996 -5.012  0.090
30 H 2.910 -6.553 -6.263  0.100
31 H 4.467 -5.657 -6.064  0.075
32 H 3.946 -6.165 -2.999  0.098
33 H 3.152 -4.671 -2.618  0.079
34 H 4.690 -4.666 -3.534  0.071
35 H 4.792 1.463 -4.920  0.061
36 H 5.327 2.140 -3.533  0.076
37 H 6.837 -0.837 -3.402  0.026
38 C -2.088 3.421 2.677  -0.219
39 C -2.201 2.089 3.407  -0.289
40 C -1.471 1.036 2.571  -0.260
41 S -0.149 1.933 1.653  0.634
42 O -0.438 1.863 0.249  -0.281
43 O 1.157 1.547 2.168  -0.361
44 C -0.634 3.547 2.272  -0.184
45 H -2.396 4.255 3.307  0.136
46 H -2.724 3.417 1.781  0.114
47 H -1.744 2.165 4.392  0.104
48 H -3.268 1.807 3.574  -0.131
49 H -1.030 0.273 3.203  0.032
50 H -2.132 0.573 1.836  0.106
51 H -0.474 4.287 1.491  0.126
52 H -0.006 3.765 3.137  0.130
53 Cs 8.216 0.070 -1.424  1.325
54 O 9.902 -4.391 0.265  -0.059
55 H 9.040 -4.455 -0.159  0.025
56 H 10.322 -5.234 0.067  0.041
57 Na 5.389 -3.294 -6.863  0.711
58 C -2.908 2.957 6.827  -0.919
59 O -3.503 3.319 7.841  0.167
60 O -3.092 1.835 6.253  0.088
61 O -2.052 3.661 6.206  0.134
62 Al -5.134 1.951 3.105  1.196
63 O 5.487 1.701 -7.518  -0.056
64 H 5.901 2.427 -7.041  0.035
65 H 4.694 2.096 -7.896  0.047
66 C -8.330 1.595 7.204  -0.039
67 C -7.314 2.495 6.471  -0.424
68 C -6.749 3.714 7.205  -0.304
69 F -7.695 4.593 7.549  0.121
70 F -5.891 4.349 6.359  0.079
71 F -7.825 2.860 5.265  0.085
72 F -6.226 1.708 6.192  0.039
73 O -9.715 1.765 6.944  0.044
74 C -10.480 2.711 7.612  -0.535
75 C -11.016 3.798 6.673  -0.287
76 F -10.015 4.413 6.008  0.095
77 F -11.669 4.728 7.393  0.116
78 F -9.809 3.218 8.659  0.157
79 F -11.543 2.061 8.114  0.161
80 H -8.130 0.591 6.830  0.148
81 H -8.123 1.550 8.272  0.152
82 H -6.195 3.412 8.097  0.172
83 H -11.700 3.361 5.942  0.176
84 C 3.494 -3.465 -10.510  -0.898
85 O 4.370 -3.740 -9.692  0.133
86 O 2.869 -4.283 -11.229  0.304
87 O 3.061 -2.316 -10.776  0.283
88 Al 0.604 -0.860 1.675  1.050

Atoms 1-6, force components in eV/Å:
0.514 0.791 -0.478
-0.390 -0.720 0.890
0.562 0.349 -0.268
0.443 -0.498 0.515
-0.705 0.707 -0.869
0.491 -0.452 -0.218

- net charge = +2



no.,E_tot (eV)
1,-14170.1498
2,-177192.2614
3,-111572.4575